No. 1
The following is a DFT calculation (wB97M-V/def2-TZVPD) of one molecule with the formula CH2N4O2.

Geometry (Å):
N 1.423 -0.771 0.170
H -0.382 2.403 0.278
H -2.393 0.250 -0.817
O -0.228 1.466 0.755
N -1.975 -0.681 -0.213
C -0.672 -0.532 -0.093
N -0.007 0.683 -0.509
O 1.263 0.324 -0.703
N 0.348 -1.201 0.649

The frontier orbital gap is 9.61 eV. The calculation puts the LUMO energy at -1.2 eV. The strongest force on any atom is 0.095 hartree/bohr. As for the structure (SMILES): [H]/N=c1/nnon1O. The calculation puts the energy relative to the best compared isomer or geometry (same formula, charge and spin) at 5.627 eV.

Atom charges from the natural (NBO) analysis, given in e for atoms 1 to 2: atom 1 (N): 0.180, atom 2 (H): 0.492



No. 2
The following is a DFT calculation (wB97M-V/def2-TZVPD) of C5H6O4Rh as an isolated structure.

Geometry (Å):
O -0.767 -1.896 -2.325
H 2.613 -0.662 -1.341
C -0.163 -0.328 0.792
H 0.217 -0.216 1.816
C 1.518 -0.645 -1.268
C -0.027 -1.405 -1.648
O -1.528 1.687 1.948
H 1.283 0.373 -1.611
O -0.341 0.952 0.205
H -1.123 -0.854 0.879
C 0.866 -1.140 0.016
C -1.269 1.762 0.720
O -1.871 2.560 -0.041
Rh -2.835 3.172 1.611
H 1.872 -1.920 -0.573
H 1.557 -1.440 0.822

The frontier orbital gap (spin up / spin down) is 7.66 / 8.72 eV. The calculation puts the LUMO energy (spin up / spin down) at -8.9 / -11.0 eV. The strongest force on any atom is 0.070 hartree/bohr. The calculation puts the energy relative to the best compared isomer or geometry (same formula, charge and spin) at 3.898 eV. As for the expectation value of S²: 8.76. Its total charge is +2. The multiplicity is 6.

Atom charges from the natural (NBO) analysis, given in e for atoms 1 to 2: atom 1 (O): -0.272, atom 2 (H): 0.306



No. 3
The following is a DFT calculation (wB97M-V/def2-TZVPD) of C7H10N3 as an isolated structure.

Geometry (Å):
C -1.419 0.052 1.141
C 1.560 0.373 -1.318
H -2.434 1.443 -0.237
H -1.235 0.237 2.180
C 0.717 -1.706 0.934
H 1.555 -2.151 0.384
N -0.055 1.739 -1.914
C -1.487 1.257 0.293
C 0.255 -2.552 1.826
H 0.749 -3.544 1.936
H -1.778 -0.973 0.747
H -1.260 2.108 0.896
N 0.523 0.204 -0.490
H -0.474 -2.242 2.498
C -0.489 0.996 -0.849
N 0.334 -0.384 0.725
C 1.148 1.294 -2.265
H 1.790 1.518 -3.049
H 2.477 -0.280 -1.184
H -0.478 2.611 -2.254

The frontier orbital gap is 9.01 eV. The calculation puts the LUMO energy at -3.2 eV. The strongest force on any atom is 0.112 hartree/bohr. The calculation puts the energy relative to the best compared isomer or geometry (same formula, charge and spin) at 3.456 eV. Its total charge is +1.

Atom charges from the natural (NBO) analysis, given in e for atoms 1 to 2: atom 1 (C): -0.139, atom 2 (C): -0.063



No. 4
The following is a DFT calculation (wB97M-V/def2-TZVPD) of one molecule with the formula C3H3FP2.

Geometry (Å):
P -0.662 1.483 0.434
P 1.087 -1.145 0.358
C -0.488 -1.061 -0.474
F -0.981 -2.053 -1.260
C 1.081 0.636 0.651
H 1.837 1.127 0.074
H -2.025 0.002 -1.065
H 1.362 0.919 1.738
C -1.210 0.091 -0.456

The frontier orbital gap (spin up / spin down) is 6.94 / 6.87 eV. The calculation puts the LUMO energy (spin up / spin down) at -1.2 / -1.2 eV. The strongest force on any atom is 0.076 hartree/bohr. As for the structure (SMILES): FC1=PCP=C1. The calculation puts the energy relative to the best compared isomer or geometry (same formula, charge and spin) at 0.199 eV.

Atom charges from the natural (NBO) analysis, given in e for atoms 1 to 2: atom 1 (P): 0.642, atom 2 (P): 0.569



No. 5
The following is a DFT calculation (wB97M-V/def2-TZVPD) of one molecule with the formula C4H10N2O.

Geometry (Å):
C 0.591 0.211 0.714
C -0.209 -1.123 0.730
H 1.592 -0.021 1.066
C -1.665 1.333 -0.853
H 0.762 -2.438 1.935
H 1.499 -2.238 0.530
N -0.387 1.353 -1.322
C 0.774 0.759 -0.695
H -0.989 -1.039 1.481
H -1.729 0.918 0.158
N 0.572 -2.335 0.938
H 0.047 0.965 1.286
H -0.723 -1.277 -0.222
H 1.128 -0.071 -1.321
H 1.626 1.424 -0.735
H -0.281 1.816 -2.217
O -2.608 1.762 -1.474

The frontier orbital gap is 10.40 eV. The calculation puts the LUMO energy at 0.8 eV. The strongest force on any atom is 0.025 hartree/bohr. As for the structure (SMILES): NCCCNC=O. The calculation puts the energy relative to the best compared isomer or geometry (same formula, charge and spin) at 1.367 eV.

Atom charges from the natural (NBO) analysis, given in e for atoms 1 to 2: atom 1 (C): -0.437, atom 2 (C): -0.230



No. 6
The following is a DFT calculation (wB97M-V/def2-TZVPD) of one molecule with the formula C3H9N2.

Geometry (Å):
C -0.252 0.693 -0.668
H 0.720 0.954 2.201
H 0.485 -1.891 1.342
H 1.553 -1.623 0.015
H -0.843 1.356 1.728
H -0.534 -0.158 2.381
H -0.817 0.925 -2.596
C 0.115 -0.007 0.402
N -0.322 0.312 -1.980
N -0.138 0.569 1.731
H -0.206 -2.004 -0.257
C 0.522 -1.457 0.348
H -0.647 1.696 -0.536
H 0.032 -0.550 -2.347

The frontier orbital gap (spin up / spin down) is 4.29 / 9.36 eV. The calculation puts the LUMO energy (spin up / spin down) at 0.8 / 0.6 eV. The strongest force on any atom is 0.018 hartree/bohr. The calculation puts the energy relative to the best compared isomer or geometry (same formula, charge and spin) at 1.812 eV. As for the expectation value of S²: 0.75. The multiplicity is 2.

Atom charges from the natural (NBO) analysis, given in e for atoms 1 to 2: atom 1 (C): 0.022, atom 2 (H): 0.331



No. 7
The following is a DFT calculation (wB97M-V/def2-TZVPD) of a 9-piece molecular cluster, C31H83FN4O23P4 overall.

Geometry (Å):
O 4.894 -3.724 -3.392
H -0.471 0.340 -4.372
C -0.479 0.357 -5.462
H 6.054 -0.085 1.845
H 1.623 1.182 0.369
H -1.011 0.470 1.194
H -3.153 0.412 1.086
H 3.636 -2.330 -6.501
H -5.940 -3.206 -1.318
H 2.824 2.541 5.484
H -6.662 -3.964 0.866
C -0.969 1.774 -5.860
C -0.334 -2.952 1.826
H -4.596 4.718 3.152
H 0.184 -2.141 -5.743
C -6.963 -1.949 3.477
H 6.994 -0.491 3.300
F -3.323 3.313 -1.107
C -2.068 -0.422 -0.391
H 5.448 6.591 -0.789
H 6.033 -0.472 5.777
H 3.691 -2.101 0.129
C 4.285 -2.274 -0.768
H -0.610 4.792 2.889
H -2.226 0.315 -2.605
H -2.020 -1.389 0.109
C -0.926 -6.281 -0.940
P -2.634 2.413 3.798
N 7.145 7.529 -0.156
H -4.729 0.327 2.680
P 3.627 -2.959 -3.169
O -2.830 0.844 3.266
H 1.008 -0.006 1.628
H -0.333 -7.140 -0.625
O -6.086 2.752 -2.506
H 6.433 8.111 0.261
O -0.724 -5.240 0.005
P 0.207 -5.532 1.325
H 7.350 8.007 -1.021
H -5.621 -1.186 0.948
H 7.125 6.311 -2.510
C 1.391 0.147 0.619
H 8.232 5.420 -1.477
H -2.751 -1.303 -2.252
C -0.875 -1.948 -5.570
H -0.364 2.977 -4.309
C 6.462 6.326 -0.491
C 7.181 5.661 -1.637
O 5.225 4.441 0.278
C 3.770 -1.775 -5.572
H 1.449 1.890 4.864
O -7.098 4.705 -1.975
H 2.180 -0.591 0.478
H 0.373 -2.214 2.204
O 2.840 -1.234 3.086
H -3.729 -0.912 3.582
H -1.905 -6.760 -0.948
H -4.245 1.874 -2.823
C 6.220 5.372 0.742
C -5.958 -2.180 -0.950
C 2.528 1.774 4.768
H -1.138 -2.276 -4.564
O 4.311 -1.712 5.156
N -4.369 -2.750 0.707
H -0.540 3.775 -5.954
H -0.304 -2.789 0.749
H 3.410 -0.760 -5.735
H -1.364 -2.716 2.094
O 2.345 -3.776 -2.590
H -8.028 -2.133 3.623
H -2.811 1.213 -5.588
O 3.705 -1.849 -1.984
O -1.149 2.824 3.235
H 5.777 5.958 1.547
H 0.237 -3.632 -2.585
O 2.959 0.463 5.145
H -5.296 3.351 4.026
C 4.625 3.557 1.139
H 5.384 2.912 1.581
H 4.205 4.124 1.970
H -5.529 3.464 2.274
C -6.653 -2.964 1.298
H 5.224 -1.473 7.037
H 7.112 4.936 1.191
H 1.119 -2.836 -1.304
O -0.026 -4.264 2.358
C 5.514 -1.407 5.989
H 6.725 4.696 -1.860
H -4.543 2.316 0.164
H -6.587 -1.952 4.500
C -0.502 4.041 3.671
C -6.272 3.825 -1.814
O 1.739 -5.314 0.914
H 0.546 0.185 -5.791
H -4.464 0.382 4.468
C -5.685 -2.195 0.541
P 3.719 -0.611 4.159
C 1.136 -3.054 -2.371
H -4.205 -3.069 1.651
H 0.533 3.757 3.866
H 3.824 2.919 0.763
H -0.811 -6.079 -2.005
C -4.504 2.806 -0.809
H 4.586 -3.321 -0.821
O 2.985 -2.285 -4.478
C -0.139 2.944 -5.375
O -6.424 -3.069 2.664
H -0.802 1.328 -0.423
O -0.040 -6.863 1.886
H 5.186 -1.681 -0.611
C -4.965 2.004 -2.015
C -2.046 -0.531 -1.943
H -7.632 -2.521 1.115
C 5.998 -0.489 2.856
O -2.897 2.489 5.241
H -6.932 -1.773 -1.224
H 1.748 -7.241 0.156
H 5.720 -1.517 2.626
O -1.297 -0.675 -6.038
H -1.063 1.893 -6.939
H -5.270 -1.550 -1.513
H -5.273 1.034 -1.626
H 6.287 -2.160 5.836
H -6.769 -0.946 3.098
H -3.759 -0.842 0.328
H 3.322 -6.706 0.602
H -1.128 -1.031 -2.253
N -2.274 2.008 -5.273
C -0.888 0.383 0.114
C -4.036 0.130 3.498
H 4.828 -1.621 -5.361
O 0.346 -0.360 -0.200
H 0.987 -2.102 -2.881
H -1.353 -2.736 -6.152
H 0.912 2.773 -5.612
N -3.320 0.052 0.157
H 2.688 -5.974 -0.766
H -4.426 -3.636 0.226
H -2.646 2.713 -5.894
O -5.423 3.865 -0.750
O -3.586 3.162 2.736
O 5.040 0.185 3.637
C 2.372 -6.348 0.208
C -4.830 3.655 3.089
H -0.890 4.456 4.601
H 2.952 2.081 3.812

The frontier orbital gap is 9.70 eV. The calculation puts the LUMO energy at 0.3 eV. The strongest force on any atom is 0.079 hartree/bohr. As for the structure (SMILES): O=C1OC[C@@H](F)O1.COP(=O)(OC)OC.COP(=O)(OC)OC.COP(=O)(OC)OC.COP(=O)(OC)OC.COC[C@H](C)N.COC[C@H](C)N.COC[C@H](C)N.COC[C@H](C)N.

Atom charges from the Mulliken analysis, given in e for atoms 1 to 2: atom 1 (O): -0.745, atom 2 (H): -0.128



No. 8
The following is a DFT calculation (wB97M-V/def2-TZVPD) of an isolated ion of composition C5H11N2 and charge +1.

Geometry (Å):
N 2.573 -0.825 0.177
H 3.104 -1.558 0.626
H -3.091 -0.831 0.428
C -2.289 -0.560 -0.358
H -0.525 1.122 -1.387
N -1.082 -0.023 0.294
H -2.634 -0.270 -1.320
H 1.405 1.695 0.919
H -0.541 -1.553 -1.155
C 1.488 -0.341 0.678
H -0.694 1.987 0.168
C -1.027 -1.354 -0.248
H 1.800 1.279 -0.881
H -0.878 -2.185 0.408
H -0.970 0.128 1.282
C -0.329 1.193 -0.339
H 2.922 -0.449 -0.650
C 1.219 1.027 0.020

The frontier orbital gap is 9.81 eV. The calculation puts the LUMO energy at -2.7 eV. The strongest force on any atom is 0.096 hartree/bohr. The calculation puts the energy relative to the best compared isomer or geometry (same formula, charge and spin) at 3.759 eV. Its total charge is +1.

Atom charges from the natural (NBO) analysis, given in e for atoms 1 to 2: atom 1 (N): -0.706, atom 2 (H): 0.413



Which of these has the lowest strongest force on any atom?
C3H9N2